Entry 1:
Here is a structure of composition C3H9OS at a distorted geometry from the OMol25 dataset. Energies are from ωB97M-V with the def2-TZVPD basis set.

The geometry in XYZ format:
```
14
Properties=species:S:1:pos:R:3:nbo_charge:R:1
C 1.2864 -0.9435 1.4697 0.0011
O 0.6453 -0.3312 0.4342 -0.9327
C 2.2440 -0.0256 2.2151 -0.6233
H 1.8529 -1.8146 1.0836 0.1062
H 0.5746 -1.3872 2.1881 0.1051
H 2.8304 -0.5943 2.9486 0.1691
H 1.6672 0.7152 2.7738 0.1891
H 2.9468 0.4653 1.5439 0.1959
C -2.1920 -0.3803 -1.1786 -0.7232
S -0.9687 0.9503 -1.5031 -0.4628
H -2.4511 -0.7654 -2.1650 0.1845
H -1.8022 -1.1348 -0.5024 0.2072
H -3.1019 0.0439 -0.7442 0.1769
H -0.0609 0.2918 -0.3291 0.4069
```

Results
ΔE to the lowest compared entry with this formula, charge and spin in kJ/mol: 166.70
HOMO-LUMO gap in hartree: 0.26919
Highest occupied orbital energy in eV: -3.18
Charge: -1

***

Entry 2:
Here is a cluster of 7 separate species, C39H72Cl2N3O26S3 in total at a distorted geometry from the OMol25 dataset. Energies are from ωB97M-V with the def2-TZVPD basis set.

The geometry in XYZ format:
```
145
Properties=species:S:1:pos:R:3:mulliken_charge:R:1
C 1.9115 -0.7186 0.6971 -1.1196
C 1.6743 0.5931 0.1350 -0.4022
C 0.4468 1.5749 0.5375 1.4593
C 0.6708 2.3174 1.9220 0.2178
C 1.8887 1.9466 2.8607 -0.9779
O 1.8660 0.6281 3.4700 -0.5173
C 3.3590 2.3504 2.2983 0.3549
N 3.9965 3.3709 3.2115 -0.7243
C 0.0420 2.5751 -0.7093 0.2794
Cl 0.3144 1.4216 -2.1816 -0.1627
C 1.2580 3.5668 -0.9674 -1.8535
N 1.3751 4.8259 -0.2306 0.1817
C 2.7924 5.3531 -0.1936 -0.8259
C -1.4312 3.1974 -0.6762 2.0945
C -1.8878 3.7771 -2.1222 -1.1970
S -1.0151 5.2717 -2.7579 -0.1153
C -2.3136 6.6286 -2.8355 -0.2480
C -2.0031 7.8592 -1.8598 -0.8198
C -1.5331 4.3357 0.4899 -0.3429
O -1.4129 5.5856 0.2990 -0.5705
O -1.8710 4.0230 1.8137 -0.6170
C -2.6287 2.1500 -0.3033 0.1050
C -3.0437 1.1615 -1.5250 -0.6827
C -4.0645 -0.0114 -1.0736 -0.4261
N -3.7723 -1.2968 -1.2359 -0.4873
C -4.0506 2.8527 0.0139 -1.0976
C -4.8671 2.2181 1.2402 -0.8670
C -4.5883 2.8710 2.6686 -0.0145
C -5.8393 2.5922 3.6333 -0.7492
S -5.6182 0.9249 4.4126 1.0124
O -5.6619 1.1292 5.9129 -0.6060
O -4.2989 0.2698 4.0960 -0.3838
Cl -7.1016 -0.3615 3.7031 -0.2497
O -2.3591 1.3185 0.8488 0.2787
S -1.0058 0.3850 0.7710 1.1667
O -0.8783 -0.2998 2.1274 -0.5117
O -1.0150 -0.7479 -0.2176 -0.7657
H 2.6015 -0.9381 1.5838 0.1559
H 1.3697 -1.5984 0.2099 0.1363
H 2.5139 0.9352 -0.5814 0.1511
H 0.6989 3.4668 1.8010 0.5224
H -0.2873 2.1507 2.5492 -0.4318
H 1.7820 2.6577 3.7739 0.5354
H 1.3008 0.6211 4.2703 0.1370
H 3.1453 2.8833 1.2982 -0.4126
H 4.0214 1.4408 2.1091 0.2128
H 4.9790 3.5296 2.9526 0.2598
H 4.0139 2.9778 4.1745 0.2351
H 1.2476 3.8235 -2.1009 0.4513
H 2.2831 3.0432 -0.8529 0.3610
H 0.8689 5.5913 -0.7180 0.2124
H 2.9966 5.7510 -1.2645 0.3190
H 2.9096 6.2344 0.5149 0.2512
H 3.5659 4.5415 -0.0053 0.2823
H -3.0124 4.0407 -2.1477 0.3428
H -1.7659 3.0008 -2.9656 0.2460
H -3.2998 6.1595 -2.4707 0.1499
H -2.5010 6.9518 -3.9213 0.4341
H -0.8767 8.0545 -1.7922 0.2057
H -2.4334 7.7018 -0.8148 0.1565
H -2.5186 8.8072 -2.2739 0.3527
H -2.2029 0.6003 -2.0225 0.1446
H -3.6159 1.7079 -2.3670 0.6648
H -5.1010 0.2010 -0.6294 0.3824
H -4.5874 -1.8201 -0.8704 0.2562
H -4.7759 2.7428 -0.8844 0.4449
H -4.0407 3.9717 0.1883 0.3821
H -4.8119 1.0869 1.3371 0.1673
H -5.9830 2.4415 1.0149 0.4243
H -4.5118 4.0163 2.5568 0.4648
H -3.5913 2.5553 3.1459 -0.1527
H -6.8108 2.5540 3.0242 0.3844
H -5.9521 3.4475 4.3747 0.3500
C 5.2503 -0.7941 -4.5308 -0.5052
O 4.2311 -1.7379 -4.8567 -0.3650
C 3.3403 -1.9471 -3.8724 0.7907
O 3.3432 -1.4195 -2.7893 -0.5155
O 2.4428 -2.8475 -4.3046 -0.2857
C 1.4301 -3.1632 -3.3474 -0.5157
H 5.9109 -0.7039 -5.3934 0.1789
H 4.8157 0.1867 -4.3247 0.2934
H 5.8400 -1.1418 -3.6802 0.2312
H 0.8481 -2.2741 -3.0946 0.2621
H 1.8717 -3.6035 -2.4509 0.2915
H 0.7600 -3.8964 -3.7977 0.1387
C 1.1766 2.1682 9.9569 -0.6594
O 1.2287 1.8763 8.5635 -0.3278
C 0.0287 1.8783 7.9557 0.6203
O -1.0316 2.0995 8.4850 -0.5433
O 0.2197 1.5915 6.6596 0.0158
C -0.9791 1.5581 5.8810 -0.3660
H 2.1968 2.1394 10.3416 0.2253
H 0.7713 3.1682 10.1265 0.2933
H 0.5860 1.4173 10.4864 0.2788
H -1.4704 2.5331 5.8870 0.3431
H -1.6549 0.7824 6.2474 0.3845
H -0.7051 1.3170 4.8526 -0.2680
C -6.3067 -6.3943 -4.7489 -0.6076
O -6.6229 -5.1815 -4.0689 -0.3270
C -5.7576 -4.1793 -4.3007 0.7870
O -4.7828 -4.2357 -5.0090 -0.5322
O -6.1678 -3.1067 -3.6071 -0.3281
C -5.3335 -1.9571 -3.7606 -0.5833
H -7.0688 -7.1300 -4.4894 0.2125
H -6.3239 -6.2455 -5.8308 0.2764
H -5.3350 -6.7748 -4.4271 0.2897
H -5.3127 -1.6330 -4.8041 0.3403
H -4.3248 -2.1625 -3.3994 0.3409
H -5.7569 -1.1533 -3.1592 0.1436
C 9.0195 -3.0602 -2.3168 -0.5955
O 10.1482 -2.6039 -3.0620 -0.3104
C 9.8498 -1.7158 -4.0231 0.7903
O 8.7490 -1.2993 -4.2854 -0.5098
O 10.9916 -1.3720 -4.6415 -0.3270
C 10.8231 -0.4255 -5.6950 -0.6068
H 9.3778 -3.7706 -1.5714 0.1958
H 8.5381 -2.2284 -1.7982 0.2892
H 8.3085 -3.5722 -2.9688 0.2867
H 10.4130 0.5107 -5.3102 0.2844
H 10.1835 -0.8332 -6.4808 0.2855
H 11.8063 -0.2227 -6.1206 0.2135
C 0.5673 -3.9947 9.5530 -0.6595
O 0.0390 -3.0053 8.6744 -0.2996
C -0.0065 -3.3824 7.3841 0.6571
O 0.3522 -4.4480 6.9453 -0.5503
O -0.5192 -2.3684 6.6734 -0.1205
C -0.6277 -2.6279 5.2728 -0.6362
H 0.5564 -3.5831 10.5629 0.2159
H -0.0530 -4.8936 9.5392 0.2890
H 1.5997 -4.2339 9.2882 0.2927
H -1.2958 -3.4717 5.0885 0.3849
H 0.3568 -2.8115 4.8376 0.3338
H -1.0526 -1.7417 4.8002 0.0977
C 0.3900 -9.5960 -6.3154 -0.6238
O 0.7047 -8.2157 -6.4822 -0.3117
C -0.3680 -7.4064 -6.5125 0.7652
O -1.5191 -7.7528 -6.4133 -0.5409
O 0.0665 -6.1470 -6.6725 -0.2897
C -0.9735 -5.1700 -6.7224 -0.6598
H 1.3279 -10.1524 -6.3052 0.2178
H -0.1212 -9.7628 -5.3648 0.2903
H -0.2170 -9.9566 -7.1487 0.2847
H -1.5386 -5.1606 -5.7880 0.2958
H -1.6348 -5.3541 -7.5718 0.3144
H -0.5086 -4.1925 -6.8532 0.2546
```

Results
HOMO-LUMO gap in hartree: 0.22541
Highest occupied orbital energy in eV: -4.76
Charge: -1

***

Entry 3:
Here is a structure of composition C49H38BCdF17GeO2P4S5 from the OMol25 dataset. Energies are from ωB97M-V with the def2-TZVPD basis set.

The geometry in XYZ format:
```
118
Properties=species:S:1:pos:R:3:mulliken_charge:R:1
Cd -0.0357 -0.8115 0.4919 1.8692
S 1.1237 -0.1804 2.6623 -0.5321
S 0.3605 -1.7058 3.8024 -0.1373
S -1.6730 -1.7664 3.4587 -0.1751
S -1.8987 -2.3591 1.5082 -0.5726
C 4.0551 0.8557 -2.8213 -1.2070
P 2.8704 1.8827 -1.8409 0.3113
C 3.5633 1.5315 -0.1762 -0.6744
C 3.6956 3.5342 -2.1626 -0.9757
C 3.1568 4.7269 -1.3197 -1.1121
P 1.3743 4.5921 -0.8021 0.6530
C 1.2459 6.3118 -0.1018 -1.1858
C 0.6073 4.8799 -2.4569 -1.1547
H 5.0919 1.1131 -2.5832 0.3614
H 3.8776 0.9934 -3.8909 0.3782
H 3.8775 -0.1894 -2.5700 0.2536
H 4.6329 1.7605 -0.1415 0.4603
H 3.4263 0.4671 0.0319 -0.1841
H 3.0278 2.0861 0.5941 0.2568
H 3.5345 3.7719 -3.2188 0.4075
H 4.7734 3.4112 -2.0163 0.5262
H 3.2740 5.6699 -1.8641 0.4952
H 3.7317 4.8076 -0.3929 0.3976
H 1.4437 7.0911 -0.8455 0.3433
H 1.9775 6.3925 0.7054 0.3921
H 0.2588 6.4715 0.3345 0.2164
H 1.0209 5.7654 -2.9520 0.4150
H -0.4661 4.9967 -2.3413 0.2848
H 0.7836 3.9899 -3.0625 0.3092
O -1.8113 0.8296 -1.5836 -0.5963
P -3.2607 0.5182 -1.6113 0.6750
C -3.9775 0.1719 0.0185 -0.4638
P -3.2668 1.2764 1.2892 0.8443
O -1.7963 1.1869 1.4578 -0.4713
C -4.1859 0.9281 2.8068 0.8852
C -5.5528 0.6675 2.8493 -0.2089
C -6.1818 0.4576 4.0675 -0.7503
C -5.4441 0.5100 5.2445 -0.4527
C -4.0791 0.7578 5.2043 -0.6407
C -3.4468 0.9649 3.9858 -0.6809
C -3.7900 2.9600 0.8475 0.3488
C -5.1169 3.3198 0.6227 -0.3047
C -5.4413 4.6332 0.3245 -0.6258
C -4.4435 5.5999 0.2790 -0.6396
C -3.1242 5.2505 0.5233 -0.4073
C -2.7971 3.9280 0.8016 -0.5825
C -3.6713 -0.9080 -2.6460 0.5967
C -4.2576 -2.0752 -2.1733 -0.2063
C -4.3719 -3.1771 -3.0104 -0.7186
C -3.9072 -3.1125 -4.3145 -0.3887
C -3.3432 -1.9381 -4.7996 -0.6670
C -3.2227 -0.8392 -3.9664 -0.6621
C -4.2492 1.8475 -2.3594 0.4646
C -3.5879 2.9317 -2.9231 -0.3485
C -4.3141 3.9606 -3.5102 -0.5276
C -5.7003 3.8998 -3.5463 -0.4363
C -6.3636 2.8037 -3.0053 -0.6736
C -5.6404 1.7791 -2.4167 -0.5889
H -3.5999 -0.8094 0.3365 -0.1099
H -5.0685 0.1833 -0.0046 0.6327
H -6.1329 0.6164 1.9340 0.1232
H -7.2434 0.2435 4.1004 0.3941
H -5.9390 0.3468 6.1955 0.3648
H -3.5041 0.7744 6.1220 0.4229
H -2.3781 1.1381 3.9297 0.4581
H -5.9034 2.5754 0.6849 0.1377
H -6.4723 4.9038 0.1295 0.4080
H -4.7024 6.6302 0.0607 0.3868
H -2.3484 6.0061 0.4987 0.3364
H -1.7754 3.6145 0.9816 0.4979
H -4.5842 -2.1461 -1.1421 0.3182
H -4.7958 -4.0976 -2.6282 0.3949
H -3.9565 -3.9905 -4.9478 0.3599
H -2.9745 -1.8912 -5.8169 0.3729
H -2.7502 0.0721 -4.3181 0.3698
H -2.5035 2.9521 -2.8910 0.5260
H -3.8002 4.8099 -3.9449 0.4160
H -6.2674 4.6993 -4.0090 0.3806
H -7.4459 2.7475 -3.0489 0.3928
H -6.1516 0.9126 -2.0072 0.3181
F 2.5712 -5.2796 2.9041 -0.3039
C 3.1678 -4.3483 3.6674 0.9589
C 3.9456 -3.3535 3.1065 -1.4783
C 4.5540 -2.5025 4.0202 0.7541
F 5.3711 -1.5279 3.5698 -0.3781
C 4.3992 -2.6006 5.3868 0.0074
F 5.0150 -1.7574 6.2316 -0.3534
C 3.5982 -3.6021 5.8938 0.8175
F 3.4506 -3.7415 7.2190 -0.3596
C 2.9854 -4.4829 5.0319 0.0455
F 2.2285 -5.4720 5.5347 -0.3541
Ge 4.1368 -2.6564 1.1548 0.9814
S 1.5021 -1.2874 -1.5177 -0.8960
C 6.1315 -3.3750 0.9678 -1.4459
C 6.8687 -2.7263 -0.0147 0.4673
F 6.2563 -1.8605 -0.8533 -0.1924
C 8.2215 -2.9163 -0.2180 -0.2932
F 8.8847 -2.2720 -1.1948 -0.3354
C 8.9049 -3.7923 0.5982 0.9160
F 10.2211 -3.9906 0.4272 -0.3456
C 8.2205 -4.4693 1.5835 -0.0891
F 8.8908 -5.3252 2.3743 -0.3352
C 6.8617 -4.2575 1.7434 1.0623
F 6.2762 -4.9978 2.7042 -0.3292
C 3.2533 -4.2716 0.1959 -1.0579
C 1.8621 -4.3271 0.2766 0.2878
F 1.1523 -3.4814 1.0628 -0.0918
C 1.0935 -5.2487 -0.4065 -0.1574
F -0.2368 -5.2897 -0.2760 -0.3674
C 1.7153 -6.1515 -1.2459 0.7739
F 0.9959 -7.0601 -1.9198 -0.3686
C 3.0820 -6.1184 -1.3806 -0.0358
F 3.6847 -7.0076 -2.1929 -0.3426
C 3.8185 -5.1868 -0.6718 1.1680
F 5.1544 -5.2341 -0.8668 -0.2915
F -0.9580 -2.4833 -1.7612 -0.1595
B 0.2647 -2.2312 -2.3121 0.2318
F 0.3862 -2.8274 -3.5222 -0.2045
```

Results
ΔE to the lowest compared entry with this formula, charge and spin in kJ/mol: 39.02
HOMO-LUMO gap in hartree: 0.19521
Highest occupied orbital energy in eV: -2.08
Charge: -2

***

Entry 4:
Here is a cluster of 14 separate species, C20H68O20 in total at a distorted geometry from the OMol25 dataset. Energies are from ωB97M-V with the def2-TZVPD basis set.

The geometry in XYZ format:
```
108
Properties=species:S:1:pos:R:3:mulliken_charge:R:1
C -3.5962 -1.7300 -3.9128 -0.6443
C -2.7058 -0.8334 -3.0435 0.1164
O -3.4031 -0.3158 -1.9407 -0.4188
O -4.9196 -1.2239 -4.0860 -0.6030
H -3.7811 -2.6077 -3.2935 0.2231
H -3.1806 -2.0101 -4.8808 0.3746
H -2.0695 -0.1135 -3.5582 0.2614
H -1.9702 -1.4897 -2.5786 0.1361
H -2.7296 0.2061 -1.4984 -0.0425
H -5.3099 -1.1012 -3.2176 0.3113
C 3.4576 2.9648 -2.1245 0.1178
C 4.4958 3.1446 -3.2554 -0.8527
O 3.8544 3.7952 -4.3504 -0.4856
O 2.3997 2.1287 -2.6310 -0.3073
H 3.0522 3.9453 -1.8746 0.2986
H 3.9164 2.4793 -1.2632 -0.1583
H 4.9664 2.2054 -3.5460 0.3744
H 5.2396 3.8765 -2.9404 0.5137
H 4.6377 4.1385 -4.7866 0.3194
H 2.6768 1.9670 -3.5358 0.2590
C 4.0156 -1.6801 -0.7205 0.8545
C 4.4537 -0.8166 -1.9306 -0.2100
O 5.4399 -1.6376 -2.6288 -0.5904
O 3.3407 -2.8656 -1.1573 -0.5564
H 3.3238 -1.0761 -0.1335 -0.3723
H 4.8836 -1.8696 -0.0890 0.2940
H 4.9028 0.1071 -1.5656 0.0586
H 3.6518 -0.3884 -2.5321 0.1191
H 5.0978 -2.5297 -2.7220 0.3727
H 2.8353 -3.1437 -0.3899 0.2440
C 3.0722 1.4457 2.8337 0.3780
C 4.5650 2.0186 2.7664 -0.7542
O 5.0169 2.1314 1.4163 -0.4626
O 2.9522 0.0996 2.4552 -0.5543
H 2.4364 2.0499 2.1865 -0.4470
H 2.6427 1.4869 3.8347 0.3505
H 5.1675 1.3733 3.4058 0.3709
H 4.5849 2.9998 3.2406 0.3458
H 4.6015 2.9469 1.1267 0.2666
H 2.5765 0.0429 1.5736 0.0910
C 2.8112 -4.8631 2.2795 -0.6314
C 1.8538 -3.7361 1.9929 0.5335
O 1.4326 -3.8358 0.6274 -0.4892
O 2.1631 -6.1561 2.2139 -0.5592
H 3.1596 -4.7525 3.3064 0.3620
H 3.5962 -4.7928 1.5265 0.2792
H 2.3522 -2.7737 2.1091 0.0037
H 0.9647 -3.8314 2.6162 0.0696
H 0.4988 -4.0514 0.6826 0.4067
H 1.8877 -6.3192 1.3088 0.3042
C 0.6592 -0.1709 -0.2549 0.0805
C -0.7035 0.0241 0.3779 0.6604
O -1.4704 1.0968 -0.1690 1.4566
O 1.5075 0.8237 0.1495 0.9194
H 0.5384 -0.1705 -1.3382 0.1862
H 1.0572 -1.1124 0.1237 -0.1702
H -0.7261 0.2250 1.4490 -0.5008
H -1.2791 -0.8976 0.2933 -0.5640
H -1.0734 1.9703 -0.1383 -0.5717
H 1.3777 1.5751 -0.4338 -0.5693
C -0.9700 1.5058 4.0943 -0.1587
O -0.6785 0.1500 4.4482 -0.5213
H -1.4292 1.9251 4.9896 0.3486
H -0.0031 1.9858 3.9431 0.0785
H -1.6757 1.5787 3.2668 -0.0366
H 0.0952 0.1878 5.0153 0.2623
C -1.8028 -2.9485 3.2989 0.0928
O -1.7024 -2.2480 4.5164 -0.6092
H -1.6736 -2.3866 2.3738 -0.3693
H -1.1399 -3.8035 3.1658 0.2534
H -2.8094 -3.3666 3.2927 0.2965
H -1.3792 -1.3736 4.2870 0.5092
C -4.8548 -2.5589 0.5239 -0.9652
O -3.5332 -2.3938 0.0343 -0.3087
H -5.2550 -1.7124 1.0820 0.2810
H -5.5539 -2.7614 -0.2875 0.3516
H -4.9816 -3.4339 1.1614 0.3520
H -3.4985 -1.5788 -0.4719 0.2051
C 0.0970 3.7322 1.1373 -0.6804
O -0.1577 3.4656 -0.2200 -0.6247
H 1.1632 3.9391 1.2298 0.3536
H -0.5667 4.5650 1.3700 0.3757
H -0.2957 2.9715 1.8120 0.0238
H 0.3367 4.0418 -0.8075 0.2493
C -0.7983 2.7117 -3.8902 -0.1795
O -1.6136 3.8365 -3.5278 -0.5292
H -0.9190 2.2293 -4.8601 0.4422
H 0.2254 3.0664 -3.7703 0.0959
H -0.8444 1.9403 -3.1215 -0.1513
H -2.5250 3.6467 -3.7622 0.2811
C -1.4200 -5.4088 0.1184 -0.8458
O -1.2433 -4.0598 0.4894 -0.5471
H -0.8858 -5.6355 -0.8043 0.2812
H -1.1392 -6.1570 0.8596 0.2983
H -2.4578 -5.6422 -0.1197 0.3741
H -2.0962 -3.6271 0.4060 0.1388
C -3.1457 4.5905 -0.7486 -0.2937
O -3.7906 4.7300 0.5250 -0.6528
H -2.2883 5.2614 -0.8012 0.2212
H -2.7175 3.5945 -0.8608 -0.0515
H -3.9496 4.8684 -1.4304 0.3824
H -3.9677 3.8381 0.8328 0.4889
C -4.9200 1.3235 0.6120 -0.5718
O -3.7586 2.0671 1.0083 -0.6883
H -4.9044 0.3370 1.0755 0.0424
H -5.8219 1.8345 0.9490 0.4187
H -4.9597 1.1883 -0.4688 0.2074
H -2.9892 1.6109 0.6599 0.2811
```

Results
ΔE to the lowest compared entry with this formula, charge and spin in kJ/mol: 84.99
HOMO-LUMO gap in hartree: 0.35428
Highest occupied orbital energy in eV: -9.58